No. 1
One molecule with the formula C4H5N3. Source: OMol25; level of theory: ωB97M-V with the def2-TZVPD basis set.

XYZ file:
```
12
C4H5N3 (ωB97M-V with the def2-TZVPD basis set)
C -1.759 0.453 0.171
C -0.347 0.074 0.388
C 0.583 -1.167 0.158
C 0.655 1.103 -0.099
H -3.592 0.052 -0.282
H -1.899 1.659 0.301
H 0.113 -2.219 0.297
H 3.000 0.731 0.093
H 0.490 2.270 0.146
N -2.768 -0.443 -0.298
N 1.841 -0.808 -0.116
N 1.941 0.499 -0.195
```

The calculation puts the HOMO-LUMO gap at 0.3360 Eh. The value obtained for the highest occupied orbital energy is -9.134 eV. The calculation puts the electronic energy at -8694.8979 eV. As for the SMILES: [H]/N=C/c1cn[nH]c1.

=====

No. 2
One molecule with the formula C4H5N3. Source: OMol25; level of theory: ωB97M-V with the def2-TZVPD basis set.

XYZ file:
```
12
C4H5N3 (ωB97M-V with the def2-TZVPD basis set)
C -0.464 -1.720 0.944
C -0.279 1.169 -0.191
C 1.165 0.498 0.143
C 2.337 0.143 -0.215
H -0.065 -1.094 1.876
H -0.035 -2.782 0.687
H -2.058 -0.017 -1.162
H -1.448 2.514 -0.520
H 3.445 0.177 -0.710
N -0.912 -1.314 -0.230
N -1.286 0.062 -0.197
N -0.400 2.364 -0.426
```

The calculation puts the HOMO-LUMO gap at 0.3679 Eh. The value obtained for the highest occupied orbital energy is -9.327 eV. The calculation puts the electronic energy at -8692.3507 eV. As for the SMILES: [H]/N=C(/C#C)NN=C.

=====

No. 3
One molecule with the formula C4H5N3. Source: OMol25; level of theory: ωB97M-V with the def2-TZVPD basis set.

XYZ file:
```
12
C4H5N3 (ωB97M-V with the def2-TZVPD basis set)
C 0.520 -1.315 -0.484
C 0.003 -0.417 -1.565
C -0.612 1.469 0.037
C 0.117 0.715 1.133
H 0.762 0.350 -2.000
H -0.397 -0.968 -2.463
H -1.750 0.818 -1.506
H -1.463 2.099 0.594
H -0.021 2.374 -0.463
N 0.916 -2.166 0.270
N -1.118 0.433 -0.883
N 0.588 0.678 2.201
```

The calculation puts the HOMO-LUMO gap at 0.3823 Eh. The value obtained for the highest occupied orbital energy is -10.269 eV. The calculation puts the electronic energy at -8696.5291 eV. As for the SMILES: N#CCNCC#N.

=====

No. 4
One molecule with the formula C4H5N3O. Source: OMol25; level of theory: ωB97M-V with the def2-TZVPD basis set.

XYZ file:
```
13
C4H5N3O (ωB97M-V with the def2-TZVPD basis set)
C -2.118 -0.276 -0.198
C -0.865 0.260 -0.138
C 0.853 -1.352 0.177
C 1.430 0.707 -0.062
H -2.585 -1.440 -0.371
H -3.084 0.403 -0.418
H -0.875 1.339 -0.094
H 0.171 -2.246 0.763
H 0.553 2.344 0.698
N 0.405 -0.180 0.038
N 2.175 -1.393 -0.004
N 1.396 1.919 0.091
O 2.544 -0.087 -0.484
```

The calculation puts the HOMO-LUMO gap at 0.3507 Eh. The value obtained for the highest occupied orbital energy is -8.957 eV. The calculation puts the electronic energy at -10741.6676 eV. As for the SMILES: [H]/N=c1/oncn1C=C.

=====

No. 5
One molecule with the formula C4H5N3O. Source: OMol25; level of theory: ωB97M-V with the def2-TZVPD basis set.

XYZ file:
```
13
C4H5N3O (ωB97M-V with the def2-TZVPD basis set)
C -1.303 -1.890 0.341
C -1.209 -0.892 -0.695
C -0.105 0.225 -0.412
C 1.385 0.810 1.332
N -1.376 -2.528 1.260
N -1.929 -1.066 -1.735
N 0.093 0.943 -1.383
O 0.379 -0.031 0.808
H 1.496 0.735 2.407
H 1.184 1.861 0.969
H 2.438 0.410 0.851
H -1.692 -0.303 -2.369
H 0.638 1.726 -1.373
```

The calculation puts the HOMO-LUMO gap at 0.4008 Eh. The value obtained for the highest occupied orbital energy is -11.038 eV. The calculation puts the electronic energy at -10744.3987 eV. As for the SMILES: [H]/N=C(C#N)\C(=N\[H])OC.

=====

No. 6
One molecule with the formula C4H5N3O. Source: OMol25; level of theory: ωB97M-V with the def2-TZVPD basis set.

XYZ file:
```
13
C4H5N3O (ωB97M-V with the def2-TZVPD basis set)
C -1.217 1.121 -0.178
C 0.221 -1.065 0.195
C 1.526 -1.104 0.114
C 2.452 -0.078 -0.287
H -2.308 -0.654 0.441
H -2.329 1.236 -0.424
H -1.002 3.023 0.389
H -0.352 -2.078 0.351
H 2.221 -1.840 0.608
N -0.576 -0.294 -0.529
N -0.350 2.066 0.116
N 3.469 0.741 -0.387
O -1.754 -1.074 -0.409
```

The calculation puts the HOMO-LUMO gap at 0.3296 Eh. The value obtained for the highest occupied orbital energy is -9.041 eV. The calculation puts the electronic energy at -10739.4184 eV. As for the SMILES: [H]/N=C/N(O)/C=C\C#N.

=====

No. 7
One molecule with the formula C4H5N3O. Source: OMol25; level of theory: ωB97M-V with the def2-TZVPD basis set.

XYZ file:
```
13
C4H5N3O (ωB97M-V with the def2-TZVPD basis set)
C 2.255 1.022 0.202
C 0.064 -0.583 -0.324
C 2.909 -0.160 -0.069
C -1.270 -0.128 -0.204
N 0.874 -1.442 -0.041
N 1.775 2.073 -0.218
N 2.171 -1.415 -0.087
O 4.142 -0.289 0.065
H -1.413 0.785 0.368
H -1.976 -0.685 0.362
H -1.872 -0.138 -1.037
H 1.645 2.958 0.382
H 2.646 -2.230 0.309
```

The calculation puts the HOMO-LUMO gap (spin up / spin down) at 0.3112 / 0.2189 Eh. The value obtained for the highest occupied orbital energy (spin up / spin down) is -8.358 / -7.028 eV. The calculation puts the electronic energy at -10740.5825 eV.

=====

No. 8
One molecule with the formula C4H5N3O. Source: OMol25; level of theory: ωB97M-V with the def2-TZVPD basis set.

XYZ file:
```
13
C4H5N3O (ωB97M-V with the def2-TZVPD basis set)
C 1.496 1.533 -0.025
C 0.995 0.349 -0.045
C 0.658 -1.875 0.020
C -1.585 0.555 -0.067
H 2.675 1.469 0.434
H 0.881 2.433 -0.329
H 1.139 -2.782 0.002
H -1.661 1.643 -0.058
H -2.619 -1.019 0.116
N -0.507 -1.359 -0.256
N -0.367 -0.058 -0.198
N -2.730 -0.034 0.235
O 1.625 -0.856 0.171
```

The calculation puts the HOMO-LUMO gap at 0.3345 Eh. The value obtained for the highest occupied orbital energy is -8.369 eV. The calculation puts the electronic energy at -10743.3329 eV. As for the SMILES: [H]/N=C\N1N=COC1=C.

=====

No. 9
One molecule with the formula C4H5N3O. Source: OMol25; level of theory: ωB97M-V with the def2-TZVPD basis set.

XYZ file:
```
13
C4H5N3O (ωB97M-V with the def2-TZVPD basis set)
C -0.198 -1.117 -0.324
C 0.747 -0.720 -1.205
C 1.251 0.613 -1.207
C 0.667 1.479 -0.194
H -1.304 -0.379 2.544
H -2.451 0.010 1.498
H -0.647 -2.124 -0.261
H 1.371 -1.579 -1.754
H 1.146 2.441 -0.051
N -1.678 -0.546 1.614
N -0.760 -0.178 0.588
N -0.322 1.139 0.644
O 2.179 0.962 -1.892
```

The calculation puts the HOMO-LUMO gap at 0.3448 Eh. The value obtained for the highest occupied orbital energy is -9.006 eV. The calculation puts the electronic energy at -10744.2948 eV. As for the SMILES: Nn1ccc(=O)cn1.

=====

No. 10
A 2-piece molecular cluster, C4H5N3O overall. Source: OMol25; level of theory: ωB97M-V with the def2-TZVPD basis set.

XYZ file:
```
13
C4H5N3O (ωB97M-V with the def2-TZVPD basis set)
C -0.638 0.287 0.086
C 2.549 -0.855 -0.021
C -2.110 -0.156 0.126
C -3.287 -0.619 -0.265
H 0.088 3.106 0.020
H 0.200 -1.589 0.913
H 2.343 -1.913 0.270
H 3.541 -0.538 -0.394
H -4.283 -0.931 -0.351
N -0.730 1.562 0.103
N 0.302 -0.617 -0.153
N 1.466 -0.042 -0.209
O 0.559 2.306 -0.126
```

The calculation puts the HOMO-LUMO gap at 0.3148 Eh. The value obtained for the highest occupied orbital energy is -8.924 eV. The calculation puts the electronic energy at -10737.7933 eV.

=====

So what do the calculations give for energy relative to the best compared isomer or geometry (same formula, charge and spin)? Going down the list: 474.2, 719.9, 316.8, 573.8, 310.3, 790.8, 678.5, 413.1, 320.3, 947.6 kJ/mol.